Here is a molecular structure, C2H3Br2NO3 from OMol25. Energies are from wB97M-V/def2-TZVPD.

Last column: Mulliken charge in e.
Atoms and positions in Å:
C (0.246, 0.071, 0.327)  -0.366
C (-1.039, -0.353, -0.517)  -0.371
N (1.387, -0.777, -0.333)  0.937
O (1.746, -0.442, -1.454)  -0.557
O (1.765, -1.748, 0.272)  -0.519
O (0.141, 0.058, 1.682)  -0.391
Br (-1.633, -1.987, 0.131)  -0.019
Br (-2.497, 1.049, -0.348)  -0.087
H (0.617, 0.988, -0.124)  0.487
H (-0.931, -0.259, -1.597)  0.489
H (-0.237, -0.757, 1.893)  0.397

The calculation puts the HOMO energy at -10.8 eV. For the relative energy (zero: lowest compared OMol25 entry of this formula, charge and spin), the calculation gives 56.7 kJ/mol. Its total energy is -149836.671 eV. The calculation puts the LUMO energy at -0.417 eV. The HOMO-LUMO gap comes out at 10.4 eV.

Here is 2 unconnected molecules or ions with the total composition C2H3Br2NOSi from OMol25. Energies are from wB97M-V/def2-TZVPD.

Last column: Mulliken spin population.
Atoms and positions in Å:
C (-0.206, -2.098, 0.018)  -0.003
C (-2.611, 0.592, -2.309)  0.892
N (-0.322, -1.914, -1.170)  0.008
O (0.075, -1.962, 1.146)  0.000
Si (-3.143, 0.113, -0.697)  0.850
Br (-3.335, -1.912, 0.151)  0.101
Br (-4.940, 1.354, -0.010)  0.102
H (-1.990, -0.101, -2.791)  0.034
H (-0.969, -2.485, -1.710)  0.001
H (-2.379, 1.706, -2.551)  0.015

The calculation puts the HOMO energy (alpha / beta) at -7.0 / -10.6 eV. Its total energy is -153621.282 eV. The calculation puts the LUMO energy (alpha / beta) at 0.290 / -2.501 eV. Its spin multiplicity is 3. The HOMO-LUMO gap (alpha / beta) comes out at 7.2 / 8.1 eV.

Here is a molecular structure, C2H3Br3Cl3 from OMol25. Energies are from wB97M-V/def2-TZVPD.

Last column: Mulliken charge in e.
Atoms and positions in Å:
Cl (-1.355, -0.725, 1.813)  -0.818
C (-1.087, -1.246, -1.538)  0.477
Cl (-0.095, -2.375, -2.491)  -0.207
Cl (-2.471, -0.643, -2.461)  -0.192
H (-1.455, -1.796, -0.681)  0.180
H (-0.495, -0.411, -1.188)  -0.286
C (1.320, 1.353, 1.337)  0.167
Br (1.042, 1.756, -0.515)  -0.090
Br (0.881, 2.841, 2.457)  -0.037
Br (3.095, 0.705, 1.695)  -0.052
H (0.620, 0.541, 1.572)  -0.140

The calculation puts the HOMO energy at -4.8 eV. For the relative energy (zero: lowest compared OMol25 entry of this formula, charge and spin), the calculation gives 0.0 kJ/mol. Its total energy is -249820.012 eV. The calculation puts the LUMO energy at 2.679 eV. The HOMO-LUMO gap comes out at 7.5 eV. The charge is -1.

Here is a single C2H3Br3ClP molecule from OMol25. Energies are from wB97M-V/def2-TZVPD.

Last column: Mulliken charge in e.
Atoms and positions in Å:
C (0.081, 0.237, -0.026)  -0.782
C (1.319, 0.798, -0.540)  0.117
Br (1.387, 2.661, -0.385)  0.074
P (2.976, 0.090, -0.943)  0.321
Cl (1.407, 0.407, -2.945)  -0.299
Br (3.613, 0.262, 1.426)  -0.307
Br (2.467, -2.040, -0.986)  -0.075
H (0.048, -0.668, -0.698)  0.239
H (-0.871, 0.744, 0.075)  0.420
H (0.288, 0.038, 1.075)  0.293

The calculation puts the HOMO energy at -9.7 eV. For the relative energy (zero: lowest compared OMol25 entry of this formula, charge and spin), the calculation gives 174.4 kJ/mol. Its total energy is -234060.776 eV. The calculation puts the LUMO energy at -1.933 eV. The HOMO-LUMO gap comes out at 7.7 eV.